(1)
5 unconnected molecules or ions with the total composition C35H74F2NO16P4. Source: the Open Molecules 2025 dataset; level of theory: ωB97M-V/def2-TZVPD.

Results
2S+1: 1
Charge: +1

```
132
C35H74F2NO16P4 (ωB97M-V/def2-TZVPD)
C -0.693 0.429 -1.527
C -2.041 1.089 -1.755
C -3.201 0.745 -0.649
N -4.603 1.164 -1.034
C -5.470 1.743 0.101
C -7.029 2.222 -0.065
C -7.744 2.068 -1.534
C -9.312 2.532 -1.697
C -10.375 1.282 -1.877
C -10.445 0.332 -0.518
F -10.078 0.393 -3.025
C -6.793 1.471 -2.757
F -7.393 1.312 -4.114
C -5.214 1.025 -2.433
H -0.730 -0.764 -1.540
H 0.294 1.018 -1.294
H -2.220 1.822 -2.678
H -2.897 1.333 0.344
H -3.144 -0.428 -0.451
H -4.982 1.842 1.177
H -7.570 2.645 0.900
H -9.336 3.301 -2.603
H -9.609 3.056 -0.667
H -11.439 1.747 -2.048
H -11.381 -0.399 -0.516
H -10.497 1.024 0.431
H -9.487 -0.341 -0.473
H -4.516 0.575 -3.283
O -1.325 -2.904 0.560
P -1.001 -4.124 1.456
O 0.587 -4.220 0.995
C 1.493 -3.332 1.629
C 1.665 -3.659 3.101
O -1.626 -5.181 0.326
C -2.600 -4.761 -0.625
C -1.924 -4.359 -1.926
O -0.639 -5.488 2.458
C -1.203 -6.773 2.227
C -0.415 -7.563 1.188
H 1.150 -2.300 1.498
H 2.456 -3.430 1.119
H 0.732 -3.499 3.650
H 2.435 -3.027 3.552
H 1.943 -4.709 3.236
H -3.230 -3.965 -0.226
H -3.264 -5.613 -0.816
H -1.104 -3.655 -1.768
H -2.644 -3.909 -2.616
H -1.485 -5.242 -2.405
H -2.263 -6.687 1.971
H -1.161 -7.318 3.176
H -0.177 -6.983 0.293
H -0.972 -8.453 0.882
H 0.547 -7.881 1.601
O -0.198 3.478 -4.013
P -0.393 4.555 -5.108
O -0.304 3.488 -6.372
C -1.480 2.756 -6.677
C -2.577 3.655 -7.218
O 1.222 4.972 -5.054
C 2.011 4.738 -3.892
C 2.744 3.412 -4.014
O -0.612 5.758 -6.332
C 0.356 6.767 -6.589
C 1.453 6.279 -7.528
H -1.822 2.219 -5.787
H -1.214 2.012 -7.434
H -2.914 4.364 -6.455
H -3.441 3.065 -7.536
H -2.216 4.242 -8.068
H 1.410 4.793 -2.984
H 2.747 5.548 -3.823
H 2.077 2.592 -4.287
H 3.245 3.156 -3.076
H 3.498 3.475 -4.808
H 0.755 7.165 -5.651
H -0.166 7.599 -7.075
H 1.852 5.300 -7.255
H 2.282 6.993 -7.551
H 1.063 6.168 -8.544
O -1.925 -3.402 7.407
P -1.601 -4.622 8.303
O -0.013 -4.718 7.842
C 0.893 -3.829 8.475
C 1.065 -4.156 9.947
O -2.226 -5.678 7.172
C -3.200 -5.259 6.222
C -2.524 -4.857 4.920
O -1.239 -5.986 9.304
C -1.803 -7.271 9.074
C -1.015 -8.060 8.035
H 0.550 -2.798 8.345
H 1.856 -3.927 7.966
H 0.132 -3.996 10.496
H 1.835 -3.525 10.398
H 1.343 -5.207 10.083
H -3.830 -4.463 6.620
H -3.864 -6.111 6.031
H -1.704 -4.152 5.078
H -3.244 -4.406 4.231
H -2.085 -5.740 4.442
H -2.863 -7.185 8.817
H -1.761 -7.816 10.023
H -0.777 -7.481 7.140
H -1.572 -8.951 7.729
H -0.053 -8.378 8.447
O 6.563 3.138 -2.157
P 7.964 3.792 -2.231
O 8.341 3.498 -0.645
C 8.806 2.196 -0.328
C 10.168 1.921 -0.939
O 7.316 5.316 -2.027
C 5.966 5.603 -2.378
C 5.067 5.467 -1.158
O 9.530 4.523 -2.314
C 9.709 5.919 -2.517
C 9.618 6.701 -1.212
H 8.075 1.452 -0.660
H 8.876 2.131 0.762
H 10.112 1.908 -2.032
H 10.554 0.953 -0.608
H 10.884 2.702 -0.661
H 5.628 4.981 -3.207
H 5.929 6.639 -2.735
H 5.214 4.519 -0.637
H 4.013 5.551 -1.440
H 5.301 6.257 -0.435
H 9.012 6.289 -3.275
H 10.713 6.058 -2.932
H 8.760 6.419 -0.597
H 9.557 7.775 -1.413
H 10.501 6.514 -0.593
```

These are the Löwdin partial charges, in e, on atoms 1 to 99: 0.02, -0.14, -0.18, -0.10, 0.06, 0.05, -0.03, -0.11, -0.27, -0.07, -0.10, 0.03, -0.04, 0.13, 0.08, 0.09, 0.10, 0.15, 0.16, 0.14, 0.13, 0.15, 0.14, 0.16, 0.10, 0.09, 0.09, 0.16, -0.28, 0.77, -0.23, -0.30, -0.08, -0.28, -0.29, -0.07, -0.25, -0.30, -0.06, 0.10, 0.12, 0.06, 0.08, 0.09, 0.10, 0.12, 0.06, 0.07, 0.08, 0.12, 0.11, 0.07, 0.08, 0.08, -0.26, 0.77, -0.23, -0.31, -0.09, -0.28, -0.29, -0.06, -0.24, -0.29, -0.06, 0.10, 0.12, 0.06, 0.08, 0.09, 0.10, 0.11, 0.07, 0.08, 0.08, 0.11, 0.12, 0.07, 0.08, 0.08, -0.25, 0.77, -0.24, -0.31, -0.09, -0.28, -0.28, -0.07, -0.24, -0.29, -0.07, 0.11, 0.12, 0.07, 0.08, 0.08, 0.10, 0.12, 0.07

---

(2)
2 unconnected molecules or ions with the total composition C4H10O. Source: the Open Molecules 2025 dataset; level of theory: ωB97M-V/def2-TZVPD.

Results
Energy above the lowest of the compared OMol25 structures with the same formula, charge and spin: 33.89 kcal per mole
Structure (SMILES): C=O.CCC
2S+1: 1

```
15
C4H10O (ωB97M-V/def2-TZVPD)
O -1.948 -1.337 -0.940
C -2.069 -2.124 -0.038
H -2.961 -2.720 0.104
H -1.166 -2.491 0.498
C 1.475 -0.204 0.481
C 0.834 1.167 0.519
C -0.022 1.474 -0.755
H 2.290 -0.275 -0.272
H 1.764 -0.590 1.465
H 0.653 -0.855 0.166
H 0.088 1.282 1.342
H 1.513 2.042 0.632
H -0.019 2.545 -0.954
H -1.011 1.036 -0.679
H 0.578 1.049 -1.567
```

Per-atom Löwdin charges, elementary charge units: -0.01, -0.13, 0.07, 0.08, -0.13, -0.33, -0.12, 0.09, 0.07, 0.04, 0.10, 0.10, 0.06, 0.05, 0.07

---

(3)
A gas-phase ion, C2H5IN3O2 (charge +1). Source: the Open Molecules 2025 dataset; level of theory: ωB97M-V/def2-TZVPD.

Results
Energy above the lowest of the compared OMol25 structures with the same formula, charge and spin: 0.00 kcal per mole
Structure (SMILES): NC(=[NH2+])[C@H](I)[N+](=O)[O-]
2S+1: 1
Charge: +1

```
13
C2H5IN3O2 (ωB97M-V/def2-TZVPD)
C -0.399 0.546 0.055
C -0.149 -0.947 -0.134
N -1.490 1.064 -0.469
N 0.530 1.308 0.572
N 1.361 -1.272 -0.283
O 1.712 -1.953 -1.200
O 2.046 -0.818 0.585
I -0.785 -1.972 1.695
H -0.610 -1.530 -1.035
H -2.240 0.455 -0.689
H -1.570 2.084 -0.427
H 1.313 0.751 0.819
H 0.283 2.284 0.509
```

Per-atom Löwdin charges, elementary charge units: -0.43, -0.50, 0.23, 0.26, -0.45, 0.16, 0.05, 0.99, 0.15, 0.13, 0.16, 0.09, 0.16

---

(4)
A molecular structure, C41H41F3Li3N7O7. Source: the Open Molecules 2025 dataset; level of theory: ωB97M-V/def2-TZVPD.

Results
2S+1: 1

```
102
C41H41F3Li3N7O7 (ωB97M-V/def2-TZVPD)
Li 21.304 -0.617 25.420
Li 20.436 -0.790 29.363
Li 18.927 -3.385 26.553
C 20.621 -1.951 27.335
O 21.332 -1.015 27.510
O 19.639 -2.144 28.011
O 20.551 -2.334 26.157
C 20.625 1.810 24.200
O 21.380 1.823 25.449
O 20.195 0.493 24.033
C 19.608 3.055 24.243
F 18.861 3.106 23.171
F 18.758 3.022 25.278
F 20.237 4.155 24.294
C 22.702 2.293 25.372
C 23.284 1.931 26.736
H 22.971 2.713 27.427
H 22.883 0.956 27.012
H 24.373 1.984 26.700
H 22.780 3.350 25.114
H 23.233 1.814 24.550
H 21.263 2.029 23.345
C 21.617 -6.324 29.009
C 22.808 -6.838 29.460
C 24.061 -6.252 29.369
C 24.119 -5.096 28.582
C 22.956 -4.511 27.995
C 21.755 -5.179 28.180
N 25.427 -4.461 28.368
O 25.455 -3.679 27.418
O 26.315 -4.738 29.101
H 20.627 -6.756 29.022
H 22.700 -7.820 29.896
H 24.861 -6.756 29.891
H 22.937 -3.587 27.436
H 20.870 -4.812 27.683
N 16.904 -2.642 26.393
C 17.064 -1.357 25.991
C 16.022 -0.473 25.738
C 14.728 -0.963 25.967
C 14.506 -2.234 26.317
C 15.645 -3.053 26.587
H 18.057 -0.985 25.786
H 16.276 0.489 25.320
H 13.814 -0.409 25.815
H 13.533 -2.703 26.340
H 15.574 -4.129 26.633
N 23.318 -1.067 24.662
C 23.679 -1.015 23.309
C 24.940 -1.305 22.875
C 25.960 -1.639 23.755
C 25.606 -1.814 25.091
C 24.278 -1.476 25.518
H 22.911 -0.853 22.567
H 25.238 -1.296 21.837
H 26.977 -1.860 23.466
H 26.265 -2.225 25.841
H 23.946 -1.672 26.528
N 19.176 -4.730 24.859
C 20.349 -5.271 24.409
C 20.300 -6.266 23.429
C 19.046 -6.590 22.848
C 17.878 -5.947 23.253
C 17.985 -5.024 24.222
H 21.263 -4.832 24.780
H 21.257 -6.502 22.989
H 18.914 -7.296 22.041
H 16.936 -6.094 22.746
H 17.128 -4.484 24.598
N 20.041 1.221 29.774
C 19.882 1.866 30.912
C 19.873 3.290 30.994
C 20.145 4.043 29.845
C 20.347 3.301 28.661
C 20.212 1.943 28.625
H 19.718 1.198 31.745
H 19.897 3.870 31.905
H 20.271 5.110 29.954
H 20.591 3.858 27.769
H 20.385 1.330 27.753
N 18.187 -5.054 27.770
C 17.781 -6.248 27.332
C 17.335 -7.267 28.156
C 17.316 -6.973 29.526
C 17.734 -5.751 30.027
C 18.133 -4.801 29.108
H 17.957 -6.528 26.304
H 17.017 -8.221 27.761
H 16.933 -7.685 30.242
H 17.698 -5.535 31.084
H 18.570 -3.891 29.492
N 18.509 -1.224 30.743
C 17.370 -1.434 30.047
C 16.291 -2.171 30.586
C 16.443 -2.775 31.849
C 17.627 -2.485 32.585
C 18.652 -1.826 31.949
H 17.230 -1.076 29.038
H 15.389 -2.270 30.000
H 15.617 -3.267 32.340
H 17.805 -2.739 33.620
H 19.577 -1.636 32.475
```

These are the Löwdin partial charges, in e, on atoms 1 to 99: 0.61, 0.66, 0.56, -1.20, -0.08, -0.12, -0.16, -0.41, -0.16, -0.28, -0.67, 0.16, 0.13, 0.20, -0.29, -0.05, 0.06, 0.06, 0.08, 0.11, 0.10, 0.13, -0.04, -0.10, 0.00, -0.12, 0.04, -0.05, -0.36, 0.05, 0.12, 0.10, 0.10, 0.12, 0.10, 0.08, 0.02, -0.11, -0.01, -0.09, -0.08, -0.14, 0.11, 0.11, 0.11, 0.10, 0.09, 0.04, -0.10, -0.10, -0.07, -0.05, -0.11, 0.11, 0.10, 0.10, 0.08, 0.09, 0.02, -0.10, -0.05, -0.05, -0.09, -0.15, 0.11, 0.10, 0.10, 0.11, 0.09, -0.01, -0.15, -0.05, -0.05, -0.06, -0.10, 0.09, 0.09, 0.10, 0.11, 0.09, 0.04, -0.15, -0.05, -0.07, -0.06, -0.12, 0.09, 0.10, 0.10, 0.10, 0.09, 0.03, -0.12, -0.05, -0.06, -0.07, -0.15, 0.10, 0.10

---

What did we get for max |F|? Answer: 9.5, 2.3, 2.8, 9.8 eV Å⁻¹, in the order shown.
What did we get for DFT total energy? Answer: -114309.6890, -6356.3332, -18810.9524, -76713.9776 eV, in the order shown.